Formula: C3H7CuINO
Source: OMol25
Level of theory: the ωB97M-V functional and the def2-TZVPD basis

```
14
Properties=species:S:1:pos:R:3:mulliken_spin:R:1
Cu 2.8332 1.2729 1.3599 0.00
I 3.0573 -1.5707 2.0027 0.98
C -0.1042 1.3156 -1.6469 0.00
C 0.0113 0.5307 -0.3450 -0.01
O 0.9334 0.7510 0.4491 0.01
N -0.9063 -0.4292 -0.1581 0.00
C -0.9385 -1.3254 0.9705 0.01
H 0.2442 2.3206 -1.4209 0.00
H -1.1139 1.4028 -2.0400 0.00
H 0.5228 0.7512 -2.3366 0.00
H -1.7228 -0.3500 -0.7397 0.00
H -0.1000 -1.1814 1.6511 0.01
H -0.9091 -2.3665 0.6535 -0.01
H -1.8075 -1.1217 1.6004 0.00
```

Results
- Energy relative to the best compared isomer or geometry (same formula, charge and spin): 0.00 kJ/mol
- ⟨S²⟩: 0.753
- E_HOMO (alpha / beta): -13.97 / -13.93 eV
- Total charge: +1
- Orbital gap (alpha / beta): 9.0800 / 6.5567 eV
- Spin multiplicity: 2